C4H8OS | the ωB97M-V functional and the def2-TZVPD basis

Geometry as XYZ:
```
14
Properties=species:S:1:pos:R:3:forces:R:3
S 2.742545 -0.269402 -0.374777 0.8 0.8 -0.5
O 0.220444 -1.199795 -0.578990 0.3 -1.4 -1.0
C 0.987190 -0.152975 -0.101360 -1.6 0.6 -0.9
C 0.366260 1.266659 -0.390510 0.3 -1.5 4.9
C 1.741353 -0.368255 1.123971 -0.1 0.6 0.8
C -1.197553 -1.175673 -0.506609 1.0 0.6 2.6
H 0.255226 1.368607 -1.416190 -0.7 0.4 -1.8
H -1.451747 -0.545081 0.369892 -0.5 -0.3 -0.5
H 1.994171 -1.323361 1.499469 -0.9 -1.1 0.4
H 1.516970 0.340567 1.907332 1.0 0.7 0.1
H -1.604135 -0.782226 -1.389503 -0.8 0.6 -1.2
H -0.571559 1.285263 0.315857 1.4 0.4 -2.0
H 1.077955 2.011441 0.026618 -0.5 -0.4 -0.5
H -1.577958 -2.170976 -0.286654 0.2 -0.1 -0.3
```
Positions in Å, forces in eV/Å.

Computed properties:
SMILES: CO[C@@]1(C)CS1
Gap between HOMO and LUMO (eV): 9.574
Lowest unoccupied orbital energy (eV): 0.9
F_max (eV Å⁻¹): 5.1
Highest occupied orbital energy (eV): -8.65
Energy above the lowest of the compared OMol25 structures with the same formula, charge and spin (kJ/mol): 199.8

***

C32H23F6N5O8S3Sr | the ωB97M-V functional and the def2-TZVPD basis

Geometry as XYZ:
```
78
Properties=species:S:1:pos:R:3:forces:R:3
Sr -1.233526 -0.949689 -0.951916 4.2 1.6 -1.4
S -4.456280 -2.746958 0.665023 1.2 0.2 -0.5
S 1.891640 -2.165788 2.604345 0.4 0.2 0.2
S -3.829187 -1.432978 -1.643592 -1.6 -0.6 -0.1
F -3.621066 1.170582 -1.881767 0.0 0.1 0.1
F -4.866118 -4.586760 -1.239985 0.0 0.0 -0.2
F -3.752550 0.610639 0.187363 -0.1 -0.2 0.1
F -5.526667 0.533295 -1.107748 0.0 0.1 0.4
F -5.726964 -5.030041 0.678368 -0.1 -0.1 0.1
F -6.667069 -3.561506 -0.573204 -0.1 0.0 -0.2
O 0.423169 -3.143868 -2.272317 0.0 0.0 -0.3
O -3.865717 -3.477851 1.750943 0.1 0.2 0.0
O -5.074017 -1.957142 -2.118091 0.1 0.1 0.1
O -0.984279 -0.356628 1.223760 -0.1 -0.1 1.4
O -2.787049 -1.191514 -2.634199 -1.2 -0.6 0.2
O -5.347665 -1.657684 0.914801 0.0 -0.1 0.0
O -2.132186 -1.253583 2.864107 -0.1 -0.2 0.1
O 1.263097 -5.201549 -1.921479 0.2 0.0 -0.2
N 4.392787 -1.273932 2.358986 0.1 0.1 0.0
N -4.230882 8.883646 1.327829 0.0 0.0 0.0
N -3.193465 -2.316356 -0.358826 -3.0 0.4 -0.7
N 2.979093 -0.085333 3.864279 0.1 0.1 0.1
N -0.218445 -2.873828 0.274469 -0.6 -0.4 1.0
C -3.622340 7.925788 1.075211 0.1 -0.2 -0.1
C -2.520361 4.795502 -0.621201 0.2 -0.1 0.1
C -1.364178 4.352273 0.158835 -0.3 0.3 0.1
C 0.779653 1.755144 -4.550298 -0.1 -0.1 0.1
C -1.759717 6.362439 1.546839 0.0 0.1 0.1
C -1.285048 -1.344809 1.857079 1.0 -0.6 0.0
C 5.379333 -0.426969 2.618292 -0.1 -0.1 -0.1
C 3.202357 -1.081981 2.978050 -0.4 -0.3 -0.1
C 1.833031 0.465401 -2.333650 -0.1 -0.2 0.2
C 6.664602 -0.646413 1.868464 0.0 0.0 0.0
C 4.098345 1.135321 -3.000125 -0.1 0.0 -0.1
C 0.648482 -4.073198 -1.549844 -0.5 0.1 1.0
C 0.200086 -4.074724 -0.098531 0.4 0.1 -0.9
C 2.436085 -0.175931 -1.213849 0.0 0.0 0.0
C 0.196313 -5.179184 0.721540 -0.1 -0.1 0.3
C 2.698696 1.132769 -3.236685 0.0 0.1 -0.1
C -0.762625 -3.787133 2.420005 0.1 -0.2 -0.2
C -4.225072 0.359797 -1.016884 0.2 -0.4 -0.8
C 3.985809 0.738997 4.105276 -0.2 0.0 0.0
C 4.631439 0.497577 -1.916474 0.0 -0.1 0.1
C -1.043941 5.240265 1.274746 0.0 -0.2 -0.2
C -2.880444 6.762946 0.768135 -0.1 0.1 0.1
C 2.129349 1.788391 -4.360694 0.1 0.0 0.0
C -3.221163 5.920875 -0.324562 -0.1 0.0 0.0
C -0.661652 3.230605 -0.140851 -0.2 -0.1 0.1
C -0.058725 1.064342 -3.633245 0.0 0.1 -0.2
C 5.228533 0.628668 3.508552 0.1 0.0 0.0
C -0.283335 -5.017818 2.020406 0.1 -0.1 -0.1
C 3.786630 -0.172962 -0.999847 0.0 0.1 -0.1
C -0.720730 -2.752536 1.495095 -0.3 1.1 0.7
C 0.405183 0.407399 -2.512757 0.0 -0.1 0.0
C -5.501388 -4.054927 -0.206487 0.3 0.0 0.2
H 6.720063 -1.680895 1.534084 0.0 0.0 0.0
H 3.785768 1.537070 4.816712 0.0 0.0 0.0
H 6.029655 1.324861 3.718295 0.0 0.0 0.0
H 7.533929 -0.407544 2.484142 0.0 0.0 0.0
H -0.952671 2.615828 -0.984889 0.1 0.0 -0.1
H 4.742422 1.659299 -3.701357 0.0 0.0 0.0
H 6.694686 -0.003416 0.984504 0.0 0.0 0.0
H -2.427496 -2.131713 3.147136 0.0 0.0 -0.1
H -0.277105 -5.853517 2.707180 0.0 0.0 0.0
H 1.536935 -5.073826 -2.843410 0.0 0.0 0.0
H 4.189762 -0.676385 -0.129940 0.0 0.0 0.0
H 5.704623 0.508888 -1.752957 0.0 0.0 0.0
H -2.814919 4.193140 -1.475802 0.0 0.0 0.0
H -0.196637 4.979703 1.900879 0.0 0.0 0.0
H -1.127213 1.082819 -3.857320 0.0 0.0 0.0
H 0.343999 2.265491 -5.404993 0.0 0.0 0.0
H 2.781801 2.313426 -5.052757 0.0 0.0 0.0
H -1.466206 6.982526 2.389180 0.0 0.0 0.0
H 1.810058 -0.686608 -0.487447 -0.1 0.0 0.0
H 0.183884 2.906412 0.453474 0.0 0.0 0.0
H -4.070356 6.192032 -0.945539 0.0 0.0 0.0
H 0.551106 -6.131807 0.357848 0.1 0.0 0.0
H -1.105945 -3.626873 3.431290 0.0 0.0 0.0
```
Positions in Å, forces in eV/Å.

Computed properties:
Net charge: -2
Gap between HOMO and LUMO (eV): 3.655
Lowest unoccupied orbital energy (eV): 3.2
F_max (eV Å⁻¹): 4.7
Highest occupied orbital energy (eV): -0.41
Energy above the lowest of the compared OMol25 structures with the same formula, charge and spin (kJ/mol): 389.2